Entry from the OMol25 dataset: a structure of composition C3H5N3OS (ωB97M-V/def2-TZVPD).

```
13
Properties=species:S:1:pos:R:3:forces:R:3
C 0.035038 -0.848174 1.395949 2.0 3.1 -3.8
C 1.011440 0.023751 1.604069 1.5 3.3 1.4
C 0.405920 0.418801 -0.655740 0.2 -2.1 1.3
H -1.151166 -3.076031 -0.600932 -1.5 3.7 -0.3
H -0.310984 -1.547424 2.028459 -1.4 -2.6 1.5
H 1.740088 0.437189 2.376057 -1.6 -1.5 -0.4
H 0.133906 2.640313 0.926758 3.3 -2.0 -1.6
H 1.311854 1.394096 -1.954474 -2.4 -0.7 0.0
N -0.259431 -0.705012 -0.029507 -2.8 -0.7 -0.4
N 1.202281 0.825910 0.464338 -0.4 2.0 -2.6
N 0.387208 0.819809 -1.876914 2.1 0.3 1.7
O 1.082331 2.285241 0.471413 -2.2 0.4 2.5
S -1.775446 -1.392580 -0.657391 3.2 -3.2 0.8
```
Positions in Å, forces in eV/Å.

Values from the calculation:
HOMO   -8.4 eV
DFT total energy   -20539.16036 eV
ΔE to the lowest compared entry with this formula, charge and spin   149.9 kcal per mole